No. 1
Entry from the OMol25 dataset: 5 unconnected molecules or ions with the total composition C21H40NO16 (ωB97M-V/def2-TZVPD).

```
78
Properties=species:S:1:pos:R:3:forces:R:3:lowdin_charge:R:1
C 5.182 3.767 -0.800 0.1 -0.1 0.2 0.02
C 4.556 2.434 -1.053 0.0 -0.3 -0.1 -0.54
O 5.097 1.493 -1.584 0.0 0.2 0.0 0.08
O 3.283 2.404 -0.621 -0.1 0.1 -0.1 -0.01
C 2.339 1.657 -1.425 -0.2 -0.3 0.0 -0.15
C 1.272 2.642 -1.873 0.3 0.1 0.4 -0.30
N 0.492 3.150 -0.749 -0.1 0.1 -0.2 0.06
C 2.053 3.738 -2.700 -0.4 0.0 -0.1 -0.73
O 1.993 4.916 -2.326 0.0 0.2 0.1 -0.05
O 2.661 3.238 -3.671 0.3 -0.1 -0.2 -0.07
H 6.254 3.700 -0.965 0.0 0.1 0.0 0.08
H 4.709 4.475 -1.482 0.0 0.0 0.0 0.09
H 4.961 4.088 0.218 0.0 0.1 0.0 0.09
H 2.849 1.247 -2.290 0.1 0.0 0.0 0.11
H 1.932 0.847 -0.812 0.0 0.1 0.1 0.12
H 0.620 2.115 -2.573 0.0 0.0 -0.1 0.14
H 0.880 2.919 0.152 0.0 0.0 0.0 0.06
H -0.484 2.911 -0.802 0.0 0.0 0.1 0.04
C -4.446 5.711 2.163 0.1 0.1 -0.1 -0.06
C -5.039 4.765 1.141 -0.1 -0.1 0.3 -0.21
O -4.915 5.281 -0.192 0.0 0.0 0.0 0.03
C -3.698 5.137 -0.727 0.1 0.2 -0.2 -0.61
O -2.757 4.597 -0.211 0.0 -0.3 0.2 0.12
O -3.691 5.699 -1.932 0.0 0.0 0.0 0.00
C -2.409 5.640 -2.588 0.1 0.1 -0.1 -0.02
H -4.891 6.702 2.062 -0.1 0.0 0.0 0.08
H -4.632 5.342 3.172 0.0 0.0 0.0 0.08
H -3.370 5.803 2.026 0.0 -0.1 0.0 0.08
H -6.110 4.650 1.302 0.0 0.1 -0.1 0.12
H -4.579 3.779 1.202 0.1 0.0 0.0 0.11
H -2.040 4.619 -2.629 0.0 0.0 0.0 0.09
H -1.685 6.260 -2.066 0.0 -0.1 0.0 0.11
H -2.574 6.020 -3.592 -0.1 0.0 0.0 0.09
C 4.870 -1.681 -1.753 -0.1 -0.1 -0.2 -0.06
C 4.276 -2.986 -1.278 0.2 0.1 0.2 -0.20
O 3.144 -3.385 -2.084 0.0 0.0 0.0 0.03
C 3.433 -3.971 -3.236 -0.1 0.0 0.0 -0.62
O 4.524 -4.269 -3.647 0.1 0.0 0.0 0.13
O 2.278 -4.207 -3.875 0.0 0.0 0.0 -0.02
C 2.431 -4.798 -5.166 -0.1 0.0 -0.1 -0.04
H 4.113 -0.901 -1.799 0.0 0.1 0.1 0.06
H 5.648 -1.348 -1.069 0.0 0.0 0.0 0.08
H 5.307 -1.786 -2.745 0.0 0.0 0.0 0.08
H 3.867 -2.883 -0.275 -0.1 0.0 0.0 0.12
H 5.007 -3.794 -1.269 0.0 0.0 -0.1 0.12
H 3.040 -5.697 -5.113 0.0 0.0 0.0 0.09
H 2.883 -4.088 -5.856 0.1 0.0 0.0 0.10
H 1.427 -5.047 -5.500 0.0 0.0 0.0 0.09
C -0.059 -5.235 -1.631 -0.2 0.0 0.2 -0.05
C 1.075 -6.145 -1.220 0.1 0.0 -0.3 -0.20
O 1.174 -6.263 0.212 0.1 -0.1 0.1 0.05
C 0.317 -7.101 0.780 -0.1 0.3 0.0 -0.62
O -0.501 -7.785 0.219 0.0 -0.1 0.0 0.12
O 0.491 -7.040 2.104 0.1 -0.1 0.0 0.00
C -0.409 -7.854 2.855 0.0 0.0 0.1 -0.05
H 0.041 -4.262 -1.150 0.1 0.0 -0.1 0.09
H -0.047 -5.088 -2.709 0.1 0.0 0.0 0.07
H -1.020 -5.663 -1.347 0.0 0.0 0.0 0.08
H 2.030 -5.728 -1.526 0.0 0.0 0.1 0.11
H 0.973 -7.139 -1.656 -0.1 0.0 0.1 0.12
H -0.384 -8.885 2.507 0.0 0.0 0.0 0.09
H -1.424 -7.468 2.779 0.0 0.0 0.0 0.10
H -0.070 -7.801 3.885 0.0 0.0 0.0 0.09
C -3.601 0.790 6.779 0.1 0.0 -0.1 -0.07
C -4.512 1.622 5.902 -0.1 0.0 0.2 -0.22
O -3.799 2.225 4.815 0.0 0.0 0.0 0.03
C -3.553 1.417 3.778 0.0 0.1 0.0 -0.62
O -3.915 0.273 3.679 0.0 -0.1 0.0 0.12
O -2.862 2.104 2.877 0.0 0.0 0.0 0.01
C -2.481 1.351 1.716 0.1 0.0 -0.2 -0.02
H -2.756 1.388 7.122 0.0 0.0 0.0 0.08
H -4.148 0.426 7.649 0.0 0.0 0.0 0.08
H -3.213 -0.068 6.231 0.0 0.0 0.0 0.08
H -4.924 2.461 6.461 0.0 0.1 0.0 0.12
H -5.339 1.029 5.511 0.0 0.0 0.0 0.12
H -3.349 0.863 1.278 0.0 -0.1 0.1 0.10
H -1.731 0.609 1.979 0.0 0.0 0.0 0.10
H -2.065 2.063 1.009 0.0 0.1 0.1 0.08
```
Positions in Å, forces in eV/Å.

Net charge: -1
HOMO-LUMO gap: 0.2358 Eh
Total energy: -2082.90872 hartree

No. 2
Entry from the OMol25 dataset: a molecular structure, C21H41CrF3O16 (ωB97M-V/def2-TZVPD).

```
82
Properties=species:S:1:pos:R:3:forces:R:3:lowdin_charge:R:1
Cr 0.662 -0.180 0.725 -0.3 -0.4 -0.7 0.80
C -3.195 2.409 0.090 1.0 0.1 0.4 -0.09
C -2.563 1.026 0.352 0.6 -0.3 0.2 -0.46
O -1.199 0.930 0.504 1.1 0.7 0.0 -0.34
H -2.659 2.920 -0.709 -0.3 0.0 -0.3 0.06
H -3.090 3.028 0.981 0.2 0.1 0.2 0.06
H -4.272 2.358 -0.071 0.0 -0.2 -0.4 0.06
H -2.872 0.354 -0.448 -0.5 -0.3 -0.4 0.07
H -3.051 0.698 1.270 -0.5 -0.5 0.4 0.07
C 4.314 -2.574 1.741 0.1 -0.3 -0.8 -0.07
C 2.989 -2.647 0.893 -0.6 0.6 1.9 -0.56
C 2.012 -3.618 1.618 0.6 -0.5 -0.3 -0.07
O 2.501 -1.356 0.698 -0.6 0.3 -0.2 -0.33
H 5.108 -2.123 1.146 -0.1 0.5 -0.1 0.06
H 4.745 -3.547 1.975 -0.3 -0.3 0.1 0.06
H 4.250 -2.017 2.676 -0.4 0.1 -0.1 0.05
H 3.240 -3.204 -0.009 0.2 0.2 -0.7 0.11
H 2.580 -4.540 1.741 0.3 -0.1 0.7 0.06
H 1.180 -4.024 1.043 -0.4 0.8 -0.3 0.06
H 1.653 -3.244 2.577 0.0 0.0 0.0 0.07
C -5.609 0.405 -4.145 -0.7 0.0 -0.4 -0.06
C -4.481 0.159 -3.188 -1.5 0.6 0.9 -0.24
O -3.352 -0.197 -3.908 2.1 -2.4 -0.9 0.04
C -2.350 0.593 -4.187 -0.9 3.2 1.1 -0.34
O -2.410 1.788 -3.926 1.2 -1.6 -0.8 0.13
C -1.109 -0.079 -4.881 0.0 0.1 1.2 -0.52
F -0.900 0.471 -6.074 0.0 -0.1 0.2 0.18
F 0.004 0.083 -4.111 -0.8 0.7 -0.6 0.14
F -1.251 -1.385 -4.993 -0.4 -0.4 -0.5 0.19
H -5.533 1.372 -4.642 -0.1 0.2 0.4 0.08
H -6.539 0.289 -3.587 -0.2 0.4 -0.1 0.08
H -5.681 -0.294 -4.978 0.3 -0.4 0.2 0.08
H -4.714 -0.651 -2.496 0.2 -0.4 -0.4 0.13
H -4.385 1.008 -2.512 0.7 0.3 -0.4 0.12
C 2.410 -0.497 4.308 -0.6 0.4 -2.3 0.02
O 1.046 -0.583 4.772 0.8 0.3 1.9 0.04
C 0.036 -0.576 3.955 0.0 -2.3 -2.9 -0.51
O 0.134 -0.631 2.710 -0.9 0.4 3.2 0.02
O -1.080 -0.811 4.667 0.1 0.5 -0.9 0.03
C -2.316 -1.075 3.971 -1.2 0.5 0.5 -0.02
H 2.450 -1.044 3.366 0.1 -0.2 0.0 0.06
H 3.202 -0.874 4.955 -0.9 0.1 0.7 0.11
H 2.569 0.533 3.991 0.3 0.1 0.5 0.08
H -2.430 -2.081 3.566 0.7 0.1 -0.2 0.10
H -2.656 -0.311 3.272 1.0 0.0 -0.5 0.08
H -3.102 -0.984 4.720 0.3 -0.2 0.5 0.09
C 0.222 3.867 2.888 -0.4 -0.9 0.9 0.01
O 1.651 3.687 2.778 -1.1 0.7 -0.5 0.04
C 2.121 2.594 2.236 0.2 -3.0 -1.5 -0.56
O 1.563 1.601 1.703 0.8 3.3 1.8 0.03
O 3.431 2.665 2.356 1.0 -0.4 0.5 0.01
C 4.262 1.554 1.879 -0.8 0.8 -0.7 0.02
H 0.040 3.765 3.958 -0.3 -0.1 0.0 0.10
H -0.308 3.080 2.352 0.0 0.0 -0.2 0.09
H -0.162 4.856 2.636 0.8 0.0 -0.5 0.10
H 5.269 1.787 2.227 -0.2 -0.1 0.0 0.10
H 4.190 1.625 0.794 0.4 -0.3 -0.1 0.10
H 3.894 0.566 2.155 -0.1 0.2 0.2 0.07
C 0.698 -2.165 -2.579 1.3 -0.6 1.3 -0.04
O -0.664 -2.447 -2.346 -1.4 -0.4 -0.4 0.01
C -1.140 -2.349 -1.094 1.8 2.2 -0.6 -0.57
O -0.506 -1.923 -0.151 -0.2 -1.0 0.0 0.08
O -2.412 -2.556 -1.134 -2.9 -1.3 -0.7 0.05
C -3.183 -2.551 0.066 1.6 0.7 2.6 -0.02
H 1.042 -2.465 -3.569 -0.8 0.1 -0.2 0.10
H 1.222 -2.823 -1.886 0.6 0.4 0.1 0.10
H 0.943 -1.122 -2.376 -0.1 -0.2 0.1 0.07
H -3.069 -1.587 0.561 -0.1 0.3 -0.3 0.07
H -2.700 -3.199 0.797 0.1 -0.4 -0.1 0.10
H -4.240 -2.807 0.125 0.1 -0.1 -1.6 0.10
C 0.243 3.403 -1.680 -0.3 0.3 0.0 -0.02
O 1.508 2.925 -2.161 0.5 -1.5 0.2 0.01
C 1.937 1.666 -1.861 -2.3 -0.1 2.3 -0.53
O 1.408 0.862 -1.065 0.9 1.8 -2.2 0.02
O 3.050 1.470 -2.480 0.9 0.2 -0.8 0.03
C 3.757 0.221 -2.421 0.3 0.1 -0.2 0.01
H 0.346 4.482 -1.570 0.4 -0.1 0.4 0.09
H -0.071 2.916 -0.756 0.0 -0.1 0.0 0.08
H -0.521 3.317 -2.453 0.0 -0.6 0.0 0.08
H 4.705 0.471 -2.898 0.0 -0.2 0.1 0.10
H 3.244 -0.516 -3.037 -0.1 0.0 0.2 0.09
H 3.941 -0.143 -1.410 -0.5 0.1 0.1 0.09
```
Positions in Å, forces in eV/Å.

Relative energy (zero: lowest compared OMol25 entry of this formula, charge and spin): 0.0000 eV
HOMO-LUMO gap (alpha / beta): 0.2799 / 0.2953 Eh
Multiplicity: 5
Total energy: -3372.63260 hartree

No. 3
Entry from the OMol25 dataset: a molecular structure, C21H41HfO3P3 (ωB97M-V/def2-TZVPD).

```
69
Properties=species:S:1:pos:R:3:forces:R:3:lowdin_charge:R:1
P 3.542 -0.473 0.126 1.8 -0.9 -0.5 0.89
C 4.088 -0.439 1.870 -1.2 0.3 0.4 -0.21
H 5.183 -0.479 1.964 -0.3 0.0 -0.3 0.09
H 3.632 -1.275 2.421 0.2 0.2 -0.2 0.04
H 3.715 0.500 2.309 0.3 -0.3 0.1 0.06
C 4.057 -2.141 -0.446 -1.0 -0.1 -0.1 -0.25
H 3.787 -2.254 -1.507 0.3 -0.1 0.3 0.04
H 3.481 -2.880 0.127 0.3 0.0 -0.2 0.04
H 5.135 -2.320 -0.317 -0.3 0.2 0.1 0.08
C 4.805 0.564 -0.699 -0.8 0.7 -0.3 -0.24
H 5.807 0.163 -0.500 -0.2 0.0 0.0 0.08
H 4.740 1.599 -0.340 0.2 -0.2 -0.1 0.06
H 4.617 0.574 -1.782 0.2 0.0 0.2 0.04
P -1.299 3.921 -0.458 -0.6 2.1 -1.3 0.89
C -1.414 4.768 1.151 0.4 -1.3 0.7 -0.23
H -1.664 5.828 1.045 0.0 -0.1 -0.4 0.09
H -0.442 4.671 1.649 -0.2 0.2 0.1 0.06
H -2.167 4.263 1.767 0.1 0.2 0.0 0.06
C -0.237 5.081 -1.414 0.6 -0.9 -0.1 -0.25
H -0.140 4.729 -2.448 0.0 0.2 0.2 0.04
H 0.762 5.084 -0.968 0.0 0.2 -0.1 0.05
H -0.630 6.104 -1.421 -0.1 -0.2 0.2 0.08
C -2.929 4.305 -1.224 -0.2 -1.2 0.0 -0.25
H -3.129 5.383 -1.249 0.3 -0.1 0.1 0.08
H -3.724 3.799 -0.658 0.1 0.2 -0.2 0.06
H -2.948 3.908 -2.248 -0.1 0.2 0.2 0.04
P -3.066 -2.363 0.169 0.9 0.6 -0.4 0.86
C -3.656 -2.394 1.849 0.0 0.2 0.4 -0.13
H -4.372 -3.239 1.873 0.2 0.3 0.1 0.10
H -4.183 -1.464 2.140 0.3 -0.5 -0.2 0.10
H -2.825 -2.598 2.551 -0.4 0.1 -0.4 0.08
C -4.353 -2.124 -1.040 -0.2 0.0 -0.1 -0.15
H -5.050 -2.954 -0.864 -0.1 0.2 -0.3 0.10
H -3.955 -2.185 -2.065 -0.2 -0.1 0.4 0.07
H -4.878 -1.170 -0.897 0.1 -0.3 0.1 0.09
C -2.052 -3.759 -0.240 -0.1 -0.4 0.1 -0.15
H -2.731 -4.619 -0.174 0.4 -0.2 -0.1 0.10
H -1.237 -3.859 0.494 -0.3 -0.1 -0.3 0.07
H -1.644 -3.661 -1.259 -0.3 -0.1 0.4 0.07
Hf -0.239 0.267 -1.862 -2.4 1.8 14.9 1.39
C 0.847 1.452 -0.279 3.6 2.9 5.7 -0.13
O 1.400 1.891 0.661 -2.9 -1.8 -4.6 0.08
C -1.844 -1.006 -0.344 0.7 2.6 0.3 -0.27
O -1.709 0.084 0.218 0.4 -1.5 -1.9 -0.09
C -1.460 0.080 -3.610 -0.3 0.5 -2.5 -0.11
C -0.835 -1.180 -3.322 -0.4 -1.8 -1.7 -0.12
C 0.583 -1.250 -3.142 0.7 -1.0 -2.4 -0.11
C 1.368 -0.077 -3.336 1.1 -0.9 -2.2 -0.11
C 0.748 1.154 -3.650 0.9 1.0 -1.0 -0.09
C -0.663 1.253 -3.748 -1.0 0.0 -2.8 -0.11
H -2.535 0.164 -3.693 -0.1 -0.1 -0.1 0.16
H -1.445 -2.070 -3.220 0.2 0.1 -0.3 0.14
H 1.080 -2.189 -2.895 -0.2 0.1 0.0 0.17
H 2.453 -0.133 -3.328 -0.1 -0.1 0.2 0.15
H 1.349 2.049 -3.848 -0.2 -0.4 0.2 0.18
H -1.111 2.221 -3.980 0.0 -0.3 0.0 0.16
C 0.966 -0.942 4.308 0.0 0.2 0.0 -0.12
C 1.202 -2.376 3.815 -0.2 -0.1 -0.2 -0.13
C 0.617 -2.417 2.397 -0.1 -0.2 -0.5 -0.18
O 0.147 -1.090 2.034 0.6 -0.7 -0.2 -0.23
C 0.210 -0.228 3.175 -0.3 0.2 0.5 -0.19
H 0.368 -0.937 5.219 0.1 0.0 0.0 0.12
H 1.909 -0.432 4.540 -0.2 -0.1 -0.1 0.12
H 0.693 -3.105 4.443 0.1 0.0 0.0 0.12
H 2.260 -2.629 3.813 0.0 -0.1 0.0 0.11
H 1.367 -2.744 1.647 -0.3 0.2 0.3 0.10
H -0.238 -3.123 2.327 0.4 0.3 0.1 0.10
H -0.819 0.011 3.466 0.1 0.0 0.1 0.12
H 0.705 0.706 2.901 0.0 0.0 -0.1 0.10
```
Positions in Å, forces in eV/Å.

Relative energy (zero: lowest compared OMol25 entry of this formula, charge and spin): 0.0000 eV
Net charge: +4
HOMO-LUMO gap (alpha / beta): 0.1423 / 0.1418 Eh
Total energy: -2120.81061 hartree

No. 4
Entry from the OMol25 dataset: a molecular structure, C21H41Hg2O13S5 (ωB97M-V/def2-TZVPD).

```
82
Properties=species:S:1:pos:R:3:forces:R:3:lowdin_charge:R:1
Hg 4.625 -0.513 -0.860 -2.3 -0.6 -1.1 1.42
Hg 4.791 -0.867 2.695 -1.2 1.0 0.5 1.38
O 0.972 0.540 0.678 1.4 -1.4 0.3 0.16
C 2.112 -0.051 0.383 0.3 0.8 -2.0 -0.70
O 3.122 -0.059 1.190 0.6 0.2 1.1 -0.21
O 2.304 -0.444 -0.818 0.5 0.1 0.8 -0.07
H 0.437 0.388 -0.131 -0.7 0.0 0.2 0.10
C -3.433 -3.651 0.370 0.5 0.5 0.6 -0.21
C -3.235 -3.786 -1.123 -1.0 -2.1 -0.6 -0.23
C -3.190 -2.421 -1.759 -0.1 0.8 0.8 -0.18
S -2.413 -1.266 -0.522 -0.9 -4.1 -0.1 0.72
O -3.338 -0.213 -0.242 0.1 1.1 0.1 -0.32
O -1.029 -1.046 -0.906 0.7 1.1 0.0 -0.37
C -2.412 -2.622 0.783 0.1 1.6 0.0 -0.20
H -3.294 -4.574 0.934 0.2 -0.1 -0.2 0.13
H -4.405 -3.291 0.718 -0.2 0.0 -0.7 0.13
H -4.067 -4.390 -1.514 -0.3 0.7 -0.2 0.13
H -2.463 -4.515 -1.391 0.8 0.7 0.3 0.12
H -4.226 -2.078 -1.748 0.1 0.3 -0.6 0.11
H -2.679 -2.314 -2.710 -0.2 0.0 -0.1 0.10
H -2.659 -2.133 1.722 0.5 -0.1 0.1 0.08
H -1.375 -2.940 0.676 0.0 -0.2 0.5 0.10
C 1.467 -4.611 -3.362 -0.3 0.5 -0.7 -0.19
C 2.750 -5.292 -2.838 0.1 -0.7 0.5 -0.19
C 4.000 -4.509 -3.303 -1.0 0.7 -0.2 -0.16
S 3.305 -2.832 -3.477 -1.2 -0.6 -1.5 0.74
O 3.231 -2.419 -4.846 0.6 0.2 0.3 -0.24
O 3.942 -1.899 -2.522 1.2 0.9 1.1 -0.49
C 1.617 -3.157 -2.948 1.2 0.1 1.9 -0.22
H 0.543 -5.067 -3.013 0.2 0.0 0.4 0.13
H 1.347 -4.594 -4.449 0.5 -0.5 -0.1 0.13
H 2.768 -6.360 -3.054 0.3 0.1 -0.7 0.13
H 2.776 -5.347 -1.744 -0.4 0.5 0.1 0.12
H 4.335 -4.804 -4.295 0.1 0.1 0.0 0.12
H 4.824 -4.375 -2.609 0.0 -0.5 0.1 0.10
H 1.009 -2.300 -3.220 -0.3 -0.3 -0.6 0.12
H 1.705 -3.130 -1.854 -0.2 0.1 0.0 0.10
C -0.449 1.818 -3.849 -0.1 0.1 -0.4 -0.19
C -1.421 2.543 -2.906 -0.8 1.1 0.3 -0.18
C -0.760 2.860 -1.553 0.7 -0.8 0.1 -0.22
S 0.963 3.225 -1.935 -1.9 0.9 -2.2 0.70
O 1.826 2.794 -0.866 0.8 -0.2 0.6 -0.35
O 0.996 4.583 -2.458 0.5 -1.4 0.6 -0.28
C 0.943 1.958 -3.267 1.3 -1.3 0.9 -0.21
H -0.529 2.254 -4.844 0.1 0.2 0.1 0.12
H -0.709 0.771 -4.013 0.2 0.0 0.4 0.11
H -2.366 2.047 -2.676 0.2 -0.4 -0.3 0.12
H -1.726 3.444 -3.439 0.1 0.3 0.4 0.13
H -0.719 1.930 -0.978 -0.1 0.0 0.1 0.07
H -1.135 3.626 -0.877 -0.3 0.3 -0.5 0.11
H 1.170 1.042 -2.697 -0.3 0.2 0.4 0.07
H 1.830 1.924 -3.902 -0.3 1.0 -0.5 0.12
C -3.468 2.766 1.698 0.3 0.9 1.5 -0.18
C -4.597 2.084 2.525 1.3 -0.8 -1.4 -0.16
C -4.103 0.644 2.713 -0.7 -0.6 0.1 -0.22
S -2.351 0.752 3.148 -1.4 1.0 0.7 0.73
O -1.501 -0.236 2.507 0.1 0.0 0.4 -0.34
O -2.382 0.962 4.593 0.9 -0.3 -1.2 -0.29
C -2.092 2.360 2.298 -0.5 -0.5 -0.4 -0.19
H -3.560 3.836 1.900 0.0 0.1 -0.5 0.12
H -3.468 2.604 0.625 -0.3 -0.3 0.0 0.11
H -5.480 1.959 1.901 -0.3 0.6 0.4 0.13
H -4.735 2.654 3.437 -0.4 -0.3 0.2 0.13
H -4.230 0.077 1.790 0.4 0.2 -0.1 0.08
H -4.650 0.082 3.472 0.3 0.1 0.3 0.12
H -1.399 2.173 1.480 0.3 0.0 0.2 0.07
H -1.686 3.010 3.068 -0.1 0.2 -0.1 0.10
C 2.488 3.628 2.683 0.1 -1.8 -0.2 -0.18
C 1.282 2.927 3.349 0.2 1.0 0.2 -0.20
C 1.694 1.573 3.931 0.7 0.5 -0.3 -0.16
S 3.452 1.877 4.448 -3.3 3.0 1.3 0.79
O 4.356 0.806 3.974 1.7 -1.7 -0.7 -0.49
O 3.472 2.213 5.845 0.5 -1.1 -0.4 -0.22
C 3.689 3.473 3.606 0.9 0.4 -0.4 -0.18
H 2.246 4.632 2.350 0.2 0.1 0.2 0.14
H 2.694 2.999 1.810 0.1 0.4 -0.4 0.10
H 0.521 2.820 2.582 -0.1 -0.2 0.2 0.09
H 0.910 3.598 4.126 -0.2 -0.2 0.1 0.14
H 1.627 0.797 3.174 0.2 -0.2 0.0 0.07
H 1.119 1.305 4.815 0.2 -0.1 0.2 0.12
H 4.675 3.524 3.136 -0.2 -0.4 -0.4 0.12
H 3.801 4.225 4.389 -0.6 -0.3 0.4 0.12
```
Positions in Å, forces in eV/Å.

Relative energy (zero: lowest compared OMol25 entry of this formula, charge and spin): 4.0525 eV
Net charge: +3
HOMO-LUMO gap: 0.0696 Eh
Total energy: -4099.35485 hartree

Number 1: F_max 0.502 eV/Å. Number 2: F_max 3.858 eV/Å. Number 3: F_max 15.189 eV/Å. Number 4: F_max 4.574 eV/Å.